1.
# C13H22N4S

The molecule C13H22N4S (ωB97M-V/def2-TZVPD, OMol25).

Atoms and positions in Å:
S 1.9173 3.0570 0.8674
N 0.5197 -1.9949 1.3448
N 1.4541 1.0174 -0.7409
N 2.3877 -1.6168 0.2322
N -0.2505 1.6470 0.7151
C -2.1991 0.3986 1.4373
C 2.8411 1.0342 -1.1421
C -4.0747 -0.0220 -0.1785
C 0.3884 -2.4834 0.0834
C -3.1466 0.3063 -1.3441
C 3.7856 0.3919 -0.1175
C -1.2723 0.7245 0.2677
C -3.2800 -0.5837 0.9967
C 1.5342 -2.2549 -0.6238
C 1.7196 -1.4858 1.4018
C 3.7084 -1.1365 -0.0786
C 0.9951 1.8280 0.2393
C -2.0735 1.2984 -0.9068
H 4.4095 -1.5114 0.6748
H -3.9485 -0.7912 1.8337
H 3.9943 -1.5490 -1.0505
H 3.1280 2.0831 -1.2577
H 2.1407 -1.0135 2.2663
H -0.5127 -2.9714 -0.2316
H -0.5410 2.3523 1.3770
H 4.8098 0.6750 -0.3613
H 3.5493 0.8049 0.8641
H -4.5947 0.8859 0.1353
H -2.8077 -1.5238 0.7061
H -3.7199 0.7250 -2.1733
H -1.4005 1.5240 -1.7374
H -4.8278 -0.7451 -0.4970
H 0.9131 0.1975 -0.9707
H -0.7937 -0.2097 -0.0456
H 2.9203 0.5334 -2.1097
H -2.5422 2.2341 -0.5939
H -2.6693 -0.6114 -1.6965
H 1.8111 -2.4972 -1.6299
H -2.6627 1.3197 1.7992
H -1.6096 -0.0368 2.2454

Atomic forces in eV per Å
S 0.5 0.7 0.3
N -0.4 0.0 0.5
N -0.6 -0.2 0.2
N -0.3 -0.3 0.1
N -0.1 -0.1 0.0
C 0.2 -0.4 -0.1
C 0.4 0.1 0.1
C 0.1 -0.3 -0.1
C 0.1 0.0 -0.2
C -0.2 0.3 0.1
C -0.2 -0.2 -0.2
C -0.2 0.1 -0.2
C -0.2 0.3 0.1
C -0.2 -0.1 -0.2
C 0.1 0.1 0.1
C 0.6 0.5 0.0
C -0.2 0.0 -0.1
C 0.1 -0.4 -0.1
H -0.1 -0.1 -0.2
H 0.0 -0.1 0.0
H 0.0 -0.1 0.1
H 0.0 -0.2 -0.1
H 0.2 0.2 0.2
H -0.1 -0.1 -0.2
H 0.2 -0.1 0.0
H 0.1 0.0 0.0
H 0.1 0.0 0.0
H -0.1 0.0 0.0
H 0.0 -0.1 0.0
H 0.0 -0.1 -0.1
H 0.0 0.1 0.0
H -0.1 0.0 0.0
H 0.0 0.0 0.0
H -0.1 0.1 0.1
H 0.0 0.0 0.0
H 0.0 0.1 0.0
H 0.0 -0.1 -0.1
H 0.1 -0.1 -0.2
H 0.0 0.1 0.0
H 0.0 0.1 0.0

structure (SMILES)	S=C(NCCCn1ccnc1)NC1CCCCC1
lowest unoccupied orbital energy	0.702	eV
E_HOMO	-7.919	eV
F_max	0.91	eV/A
orbital gap	8.62	eV

These are the natural (NBO) partial charges, in e, on atoms 1 to 6: -0.32, -0.47, -0.62, -0.35, -0.60, -0.40


2.
# C13H22N8O7SV

A structure of composition C13H22N8O7SV (ωB97M-V/def2-TZVPD, OMol25).

Atoms and positions in Å:
V 0.2101 0.6150 -0.7175
S 1.2205 -0.4196 -2.7888
O 2.7491 2.9755 5.3352
O -0.9880 1.5119 0.6301
O 0.9370 3.8780 6.0640
O 1.7019 -0.1548 0.6184
O 1.8704 1.8957 -0.2951
O -3.1104 2.8615 1.5603
O -3.0682 3.5914 3.5810
N 3.5736 -0.7033 -3.9298
N -0.7359 -3.0534 2.0643
N 1.5693 3.2578 5.2315
N -2.5367 3.0831 2.6098
N -1.3359 -0.9029 -0.8893
N -0.7078 -1.6269 1.9203
N 3.5739 0.5578 -2.0045
N -1.2240 1.6138 -2.0787
C -0.4563 3.1314 3.8714
C 2.9175 -0.1522 -2.8972
C 5.0044 0.8189 -2.0836
C -2.5753 -0.2737 -1.3748
C 1.5541 1.1164 0.7023
C 0.8770 2.8328 4.0143
C 4.9977 -0.5188 -4.1680
C -1.1189 2.7292 2.7184
C -0.4610 1.9901 1.7113
C 0.9340 1.7647 1.8966
C 5.6957 -0.3052 -2.8358
C -2.2348 0.6433 -2.5330
C 1.5977 2.1567 3.0248
H -1.7944 0.0671 -3.3499
H -1.6502 2.3095 -1.4713
H -0.9877 3.6694 4.6395
H -1.0711 -1.6854 -1.4785
H 5.3833 0.8988 -1.0657
H -3.3233 -1.0100 -1.6775
H 0.2280 -1.2388 2.0053
H -2.9884 0.3109 -0.5514
H 6.7462 -0.0651 -2.9929
H 5.1646 0.3385 -4.8275
H -3.1372 1.1294 -2.9122
H -0.8067 2.0973 -2.8644
H 2.6531 1.9685 3.1574
H -1.3042 -1.2333 2.6346
H 5.6427 -1.2230 -2.2472
H 5.1811 1.7796 -2.5765
H -0.1651 -3.3500 2.8502
H -0.3077 -3.4458 1.2358
H 3.0109 -1.2255 -4.5781
H 5.3770 -1.4054 -4.6742
H 3.0052 1.0336 -1.2771
H -1.4272 -1.2537 0.0719

Atomic forces in eV per Å
V 0.4 -0.1 0.0
S -0.1 0.2 0.0
O 0.0 0.0 0.0
O -0.1 0.0 0.0
O 0.0 0.0 0.0
O -0.1 -0.2 0.0
O 0.1 -0.1 -0.1
O 0.0 0.0 0.0
O 0.0 0.0 0.0
N 0.0 0.1 0.0
N 0.1 0.0 0.1
N 0.0 0.1 -0.1
N 0.0 0.0 0.0
N -0.1 0.0 0.0
N -0.1 -0.1 0.0
N -0.1 0.2 0.0
N 0.0 0.0 0.1
C 0.1 -0.1 -0.1
C -0.1 -0.1 0.1
C 0.0 0.0 0.0
C 0.0 -0.1 0.0
C -0.1 0.3 -0.1
C 0.1 0.0 0.1
C 0.0 0.0 0.0
C -0.2 -0.1 0.1
C 0.2 0.1 -0.1
C 0.0 0.0 0.2
C 0.0 0.0 0.0
C 0.0 0.0 0.0
C -0.1 0.0 -0.1
H 0.0 0.0 0.0
H 0.0 0.0 0.0
H 0.0 0.0 0.0
H 0.0 0.0 0.0
H 0.0 0.0 0.0
H 0.0 0.0 0.0
H 0.0 0.0 0.0
H 0.0 0.0 0.0
H 0.0 0.0 0.0
H 0.0 0.0 0.0
H 0.0 0.0 0.0
H 0.0 0.0 0.0
H 0.0 0.0 0.0
H 0.0 0.0 0.0
H 0.0 0.0 0.0
H 0.0 0.0 0.0
H 0.0 0.0 0.0
H -0.1 0.0 0.0
H 0.0 0.0 0.0
H 0.0 0.0 0.0
H 0.0 -0.1 -0.1
H 0.0 0.0 0.0

2S+1	2
<S²>	0.7599
lowest unoccupied orbital energy (spin up / spin down)	0.102 / 0.106	eV
E_HOMO (spin up / spin down)	-7.687 / -7.036	eV
F_max	0.42	eV/A
energy above the lowest of the compared OMol25 structures with the same formula, charge and spin	8.28	kcal per mole
orbital gap (spin up / spin down)	7.79 / 7.14	eV

These are the natural (NBO) partial charges, in e, on atoms 1 to 6: 1.11, -0.27, -0.39, -0.75, -0.38, -0.70


3.
# C13H23AsBrO2PS2W

A structure of composition C13H23AsBrO2PS2W at a distorted geometry (ωB97M-V/def2-TZVPD, OMol25).

Atoms and positions in Å:
W 1.3216 -0.2330 -0.0639
Br 1.6434 -2.4768 -0.9168
As -1.1219 -0.6614 0.0219
S 1.0065 2.1814 0.2368
S 3.6728 0.1705 0.5468
P 2.9936 1.9077 -0.2315
O 3.1445 2.0048 -1.8242
O 3.9755 2.9919 0.2909
C -1.9578 -1.6983 -1.4078
C 2.4364 1.2252 -2.7888
C -1.3992 -1.7568 1.6629
C -2.6844 -2.5241 1.7556
C -4.9956 -4.0592 2.0334
C -3.6852 -2.1435 2.6438
C 4.1537 4.3921 -0.0446
C -2.8572 -3.6905 1.0120
C 4.2166 5.2002 1.2338
C -2.4659 0.7448 0.2294
C -4.8246 -2.9150 2.7957
C -4.0100 -4.4450 1.1376
C 3.4098 0.6358 -3.7875
H -5.8866 -4.6558 2.1509
H -3.4478 0.2880 0.4098
H 5.0950 4.4527 -0.5928
H -1.3131 -1.0484 2.4984
H -2.9760 -1.9647 -1.1090
H 3.2892 5.1191 1.7956
H -0.5472 -2.4494 1.7019
H -4.1414 -5.3383 0.5450
H -3.5612 -1.2510 3.2397
H -5.5784 -2.6261 3.5135
H 3.9984 1.4311 -4.2340
H -1.9935 -1.0949 -2.3199
H 1.7147 1.8873 -3.2762
H 4.3737 6.2461 0.9843
H -2.2149 1.4034 1.0655
H 1.8614 0.3986 -2.2608
H -2.5138 1.3475 -0.6824
H 3.3367 4.7149 -0.6888
H 5.0360 4.8605 1.8624
H -2.0662 -4.0144 0.3463
H -1.3816 -2.6027 -1.6117
H 4.0832 -0.0702 -3.3047
H 2.8598 0.1157 -4.5664

Atomic forces in eV per Å
W 0.8 -0.2 0.6
Br -0.1 0.0 -0.1
As -2.5 -0.5 0.2
S 0.6 -0.7 -0.3
S -0.5 0.5 -0.4
P 0.9 0.6 -0.6
O 0.3 0.4 1.0
O -0.1 -0.3 0.2
C 0.1 0.0 -0.1
C -0.5 -0.6 0.0
C 0.2 0.1 0.0
C 0.0 -0.1 -0.1
C 0.0 0.0 0.1
C 0.1 0.1 -0.1
C 0.0 0.4 0.0
C 0.1 0.1 0.0
C -0.1 -0.2 -0.1
C 0.1 0.1 0.0
C -0.1 0.0 -0.1
C 0.0 0.0 0.0
C -0.1 0.0 0.4
H -0.1 -0.1 0.0
H 0.3 0.0 0.0
H -0.1 -0.1 0.0
H 0.1 -0.2 -0.2
H 0.2 0.1 0.0
H -0.1 0.0 0.0
H -0.1 0.2 0.0
H 0.0 -0.1 0.0
H 0.0 0.1 0.1
H 0.0 0.0 0.0
H 0.0 0.1 -0.1
H 0.0 0.0 0.2
H 0.0 -0.1 0.2
H 0.0 0.1 0.0
H 0.0 -0.1 -0.1
H 0.4 0.7 -0.7
H 0.0 -0.1 0.1
H 0.0 0.0 0.0
H 0.1 0.0 0.0
H 0.0 -0.1 0.0
H -0.1 0.1 0.1
H 0.0 0.0 0.0
H -0.1 0.0 -0.1

2S+1	4
<S²>	3.7731
lowest unoccupied orbital energy (spin up / spin down)	-5.030 / -4.589	eV
E_HOMO (spin up / spin down)	-11.586 / -11.631	eV
F_max	2.57	eV/A
orbital gap (spin up / spin down)	6.56 / 7.04	eV
net charge	+1

These are the natural (NBO) partial charges, in e, on atoms 1 to 6: 0.59, -0.19, 0.98, -0.36, -0.34, 1.72


4.
# C13H23BeBrNP

A structure of composition C13H23BeBrNP at a distorted geometry (ωB97M-V/def2-TZVPD, OMol25).

Atoms and positions in Å:
Br 2.5029 -2.6307 0.5043
P -1.5387 -0.8160 1.1938
N 1.8889 0.7234 0.7479
C -1.3960 -0.5928 -1.4096
C 2.5195 0.6488 2.0636
C -0.8289 0.5317 -3.4333
C -1.8010 -0.0537 -2.6129
C -2.3209 0.9020 1.2864
C 0.5119 0.5286 -3.1151
C -2.3729 -1.1758 -0.4032
C -2.6672 -1.6262 2.3719
C 0.9281 1.8258 0.6987
C 2.8717 0.7052 -0.3529
C 0.9329 -0.0452 -1.9149
C -0.0388 -0.6069 -1.1317
C 2.3992 -0.0536 -1.6149
Be 0.5232 -1.3217 0.3861
H -2.3935 -2.2827 -0.4609
H -3.7195 -1.3143 2.2156
H 1.2981 0.9023 -3.7497
H 3.0482 1.5934 2.2753
H 3.1010 1.7542 -0.6257
H -2.5409 -2.7039 2.1941
H 1.4129 2.8246 0.7793
H 3.7923 0.2353 0.0211
H -3.4235 0.8002 1.2161
H -2.8390 -0.1719 -2.8767
H 1.7614 0.4612 2.8316
H -3.4115 -0.7786 -0.4964
H -1.1340 0.9530 -4.3998
H 2.7409 -1.1040 -1.5337
H -1.9883 1.5434 0.4538
H 2.9080 0.4225 -2.4660
H 0.2256 -1.1422 1.7048
H 0.3741 1.7996 -0.2496
H -2.0486 1.3694 2.2436
H 3.2703 -0.1451 2.0478
H -0.4576 -2.2890 0.7096
H -2.2998 -1.3563 3.3755
H 0.2093 1.6860 1.5260

Atomic forces in eV per Å
Br -1.2 0.5 0.4
P 0.3 -0.5 -1.5
N -0.4 -0.5 0.1
C -0.2 -0.1 -0.9
C 0.4 0.3 -0.4
C -0.8 0.1 -1.2
C 0.4 0.0 0.0
C 0.9 0.5 0.5
C 0.1 -0.3 0.5
C 0.8 -0.7 -0.6
C 1.3 -0.6 0.6
C 0.1 -0.1 -0.2
C -0.4 0.4 0.1
C -0.1 0.5 -1.2
C 0.0 -0.4 3.1
C 0.6 -0.2 0.1
Be 1.1 -0.9 -1.8
H -0.1 0.5 -0.2
H 0.9 0.0 -0.1
H -0.2 0.4 -0.5
H -0.1 0.0 0.2
H 0.1 -0.3 0.1
H -0.2 0.3 0.3
H -0.1 -0.4 0.1
H -0.3 0.2 -0.2
H 0.7 -0.2 0.2
H -0.2 0.5 -0.4
H 0.2 0.0 -0.1
H 0.8 -0.1 0.3
H 0.1 -0.1 0.4
H -0.2 0.6 -0.1
H 0.0 -0.3 0.4
H 0.0 -0.3 0.2
H -2.2 2.4 2.3
H 0.2 0.0 0.3
H -0.2 0.1 -0.3
H -0.3 -0.1 0.2
H -1.3 -1.1 -0.3
H -0.5 -0.3 -0.2
H 0.4 0.2 -0.3

lowest unoccupied orbital energy	-1.568	eV
E_HOMO	-7.877	eV
F_max	4.03	eV/A
energy above the lowest of the compared OMol25 structures with the same formula, charge and spin	60.48	kcal per mole
orbital gap	6.31	eV

These are the natural (NBO) partial charges, in e, on atoms 1 to 6: -0.64, 1.18, -0.48, -0.06, -0.41, -0.16


5.
# C13H23Cl3MnNO4P2

A structure of composition C13H23Cl3MnNO4P2 at a distorted geometry (ωB97M-V/def2-TZVPD, OMol25).

Atoms and positions in Å:
Mn -0.0497 0.2955 -0.0815
Cl -0.6167 0.2955 4.9991
Cl -1.2787 2.9264 3.8349
Cl 1.5386 2.0264 4.0393
P 2.3235 -1.0045 0.0947
P -2.1728 0.9860 -0.9533
O 0.2212 5.1473 -0.6714
O 1.6660 1.5218 -2.4393
O -0.7069 -0.1871 2.0092
O 0.2149 1.7984 1.5032
N 0.1046 -1.1610 -1.7700
C -2.8273 2.1811 -2.1500
C -0.2162 0.9747 2.3563
C 2.4378 -1.9777 -1.3615
C -2.3714 -0.7267 -1.8546
C -1.1958 -2.3110 -3.3778
C 1.2177 -1.8768 -2.1433
C 1.8666 -2.5083 1.0142
C -3.4559 0.9230 0.3745
C 1.1871 -2.4249 -3.4264
C 3.7219 -0.0654 0.8629
C -0.0304 -2.8234 -3.9290
C -1.0748 -1.3746 -2.3397
C -0.1572 1.5098 3.8071
H 4.0754 0.6941 0.1636
H 3.4257 0.4663 1.7758
H -2.4528 1.8207 -3.1162
H 2.1120 -2.7454 -3.8916
H -3.1181 1.6146 1.1627
H -3.5250 -0.1019 0.7795
H -2.3736 3.1501 -1.8899
H 2.8106 -2.9500 1.3125
H -2.1831 -2.5930 -3.7399
H 0.6295 4.5911 -0.0056
H -0.7754 1.7123 -0.8245
H 3.2762 -1.6593 -2.0274
H -2.9665 -1.3041 -1.1197
H 1.0169 1.5083 -3.2128
H 4.5229 -0.7646 1.0816
H -0.0833 -3.5718 -4.7104
H 0.4019 6.0903 -0.9497
H 1.4808 -3.1235 0.2006
H -3.9302 2.2187 -2.1504
H 2.6166 1.9085 -2.4551
H -3.1276 -0.4654 -2.6283
H 1.1264 -2.4228 1.8061
H -4.4360 1.2416 -0.0240

Atomic forces in eV per Å
Mn 1.4 0.6 1.5
Cl 0.1 0.4 -0.5
Cl 0.5 -0.7 0.0
Cl -0.4 -0.1 0.1
P 0.3 -0.3 1.9
P -2.7 -0.9 -1.3
O -1.5 0.1 -1.7
O 0.1 -0.4 0.5
O 1.6 2.3 -0.6
O -0.1 -1.8 -2.4
N -1.2 0.4 2.7
C 0.9 0.1 0.0
C -1.1 -1.3 0.4
C -0.1 5.5 -2.4
C 0.2 1.7 0.7
C 0.4 -0.4 -0.4
C 0.2 0.3 -0.8
C -0.8 0.0 0.3
C 1.0 0.0 0.7
C 1.0 -1.3 0.7
C -0.2 -0.3 -0.9
C -1.4 0.0 -0.5
C -0.9 -0.4 -0.3
C -0.2 -0.2 0.2
H 0.0 -0.1 -0.1
H -0.4 -0.4 -0.1
H -0.1 0.5 0.0
H 0.0 -0.2 0.0
H -0.4 -0.2 0.0
H 0.1 0.5 0.0
H -0.4 0.0 -0.4
H 0.1 -0.2 0.3
H 0.3 0.0 0.0
H 0.8 1.6 0.2
H -0.4 -0.6 0.4
H 0.1 -1.6 0.3
H 0.8 -0.2 -0.2
H 2.6 0.8 1.0
H 0.2 -0.1 0.1
H 0.0 0.3 -0.3
H 0.6 -1.9 1.6
H -0.3 -0.5 0.5
H 0.5 -0.1 0.1
H -2.9 -0.5 -1.2
H 0.8 -0.4 0.0
H 0.3 0.2 0.2
H 0.6 0.0 -0.1

2S+1	4
<S²>	3.9242
lowest unoccupied orbital energy (spin up / spin down)	-13.723 / -13.231	eV
E_HOMO (spin up / spin down)	-18.183 / -18.183	eV
F_max	6.06	eV/A
orbital gap (spin up / spin down)	4.46 / 4.95	eV
net charge	+3

These are the Löwdin partial charges, in e, on atoms 1 to 6: 0.69, 0.69, 0.67, 0.67, 1.00, 0.94


6.
# C13H23Cl3NNdO4P2

A structure of composition C13H23Cl3NNdO4P2 at a distorted geometry (ωB97M-V/def2-TZVPD, OMol25).

Atoms and positions in Å:
Nd -0.0376 -0.9951 0.0442
Cl -1.3762 -4.4536 3.5136
Cl 1.5271 -4.1577 3.7878
Cl -0.2717 -2.2427 5.0621
P -2.7431 -0.0303 0.6730
P 2.6466 -0.0450 -0.0689
O 0.0849 -1.2125 2.4289
O 1.4948 -3.0916 -1.6594
O -0.4754 -1.7221 -2.1817
O 0.0553 -3.0906 1.2196
N -0.1211 1.4191 -0.5993
C -2.4965 0.9282 -0.9115
C -0.3692 3.9785 -1.6936
C -3.3674 1.2811 1.7792
C -1.4834 3.1448 -1.5753
C -0.0321 -3.3174 3.6695
C 0.0340 -2.4859 2.3605
C 2.2978 1.7747 -0.1765
C -1.3355 1.8885 -0.9907
C -4.3188 -0.8615 0.2734
C 3.3582 -0.3039 -1.7277
C 4.1345 -0.0023 0.9703
C 0.9569 2.2328 -0.6909
C 0.8545 3.5171 -1.2191
H 3.5035 -1.3807 -1.8917
H -2.4665 3.4233 -1.9525
H -4.4725 -1.6496 1.0233
H 3.9426 0.6038 1.8676
H 1.3021 -3.6376 -0.8642
H 2.6932 0.0974 -2.5044
H -0.4586 4.9639 -2.1579
H 4.3586 -1.0291 1.2892
H -0.9101 -1.5669 -3.0265
H -4.2704 -1.3237 -0.7225
H 2.4453 2.1510 0.8474
H -3.4350 1.4715 -1.0832
H 1.7450 4.1229 -1.2571
H 4.3351 0.1956 -1.7675
H 2.3177 -3.4222 -2.0803
H 0.2980 -2.4109 -2.2924
H -3.3532 0.8920 2.8064
H -4.4031 1.5488 1.5255
H -2.3741 0.1580 -1.7269
H 4.9935 0.3972 0.4121
H -2.7250 2.1690 1.7367
H 3.0766 2.2302 -0.7966
H -5.1594 -0.1564 0.3278

Atomic forces in eV per Å
Nd -0.6 -0.8 1.1
Cl 0.2 0.1 0.1
Cl -0.2 0.1 0.0
Cl 0.1 -0.4 -0.4
P -0.7 0.9 -0.3
P 0.9 1.3 -0.4
O 0.0 -1.3 -0.6
O 0.7 -0.6 0.7
O 0.8 -0.6 -0.3
O 0.0 0.8 0.8
N 0.0 0.5 0.1
C -0.2 -0.4 -0.6
C -0.1 -0.2 0.1
C 0.3 0.0 0.6
C 0.0 -0.3 0.2
C -0.1 0.4 -0.1
C 0.2 0.6 -0.6
C 0.0 0.0 0.3
C 0.3 0.0 -0.4
C 0.1 -0.6 0.0
C 0.0 -0.5 -0.2
C 0.0 -0.4 0.5
C -0.3 0.1 -0.1
C -0.3 -0.2 -0.1
H 0.1 0.4 -0.1
H 0.3 0.1 0.2
H -0.1 0.1 -0.3
H 0.1 -0.2 -0.2
H 0.3 -0.1 -0.7
H 0.2 -0.1 0.1
H 0.0 -0.3 0.2
H 0.1 0.3 0.0
H -0.1 -0.1 -0.1
H -0.1 0.0 0.3
H -0.1 0.1 -0.2
H 0.2 -0.2 -0.2
H 0.0 0.2 -0.1
H -0.3 -0.1 -0.1
H -0.7 0.1 0.4
H -1.2 0.9 -0.1
H 0.0 0.2 -0.2
H 0.4 -0.1 -0.1
H -0.3 0.7 0.5
H -0.3 0.0 0.2
H -0.1 -0.2 0.1
H 0.0 0.0 0.2
H 0.3 -0.2 -0.1

2S+1	4
<S²>	3.7536
lowest unoccupied orbital energy (spin up / spin down)	-6.633 / -6.249	eV
E_HOMO (spin up / spin down)	-15.589 / -15.590	eV
F_max	1.62	eV/A
energy above the lowest of the compared OMol25 structures with the same formula, charge and spin	0.00	kcal per mole
orbital gap (spin up / spin down)	8.96 / 9.34	eV
net charge	+2

These are the natural (NBO) partial charges, in e, on atoms 1 to 6: 1.89, 0.09, 0.08, 0.09, 0.80, 0.77